# 1
Here is a single C15H24N4O3S molecule at a distorted geometry from OMol25. Energies are from ωB97M-V/def2-TZVPD.

## Properties
F_max: 1.36 eV/Å
ΔE to the lowest compared entry with this formula, charge and spin: 171.1 kJ/mol
calculated total energy: -38883.39381 eV
HOMO: -8.505 eV
structure (SMILES): Cc1nc(NC(=O)CN2C[C@@H](C)O[C@@H](C)C2)sc1C(=O)N(C)C
molecular weight: 340.45 g/mol

```
47
Properties=species:S:1:pos:R:3:forces:R:3
C -2.699067 1.080338 0.961674 0.0490 0.0066 -0.1182
C -1.871275 1.250597 -0.265201 -0.4021 -0.6822 -0.6898
N -0.777493 2.056416 -0.227440 0.3776 0.7105 0.3179
C -0.159219 2.099227 -1.350342 -0.9426 -0.7446 -0.6434
N 0.973059 2.806770 -1.645971 0.1826 0.1938 -0.7408
C 1.994685 3.199359 -0.811743 0.0789 0.0273 0.3111
O 2.889336 3.886404 -1.241765 0.1610 0.0931 0.0074
C 1.916153 2.674550 0.604834 0.1582 -0.1121 0.2307
N 1.767044 1.232041 0.576535 0.2968 0.1319 0.1345
C 2.969183 0.547801 0.140019 -0.1857 -0.3457 -0.0192
C 2.644731 -0.937923 -0.049021 0.3870 0.1893 -0.3931
C 3.869891 -1.737923 -0.466003 -0.4215 0.1665 0.1999
O 2.153181 -1.492245 1.154745 0.1009 -0.1014 0.1029
C 1.007722 -0.811921 1.622143 -0.3387 0.2398 0.4011
C 0.552895 -1.490677 2.906104 0.2082 0.1260 -0.4416
C 1.310550 0.674910 1.833905 -0.1221 -0.3261 -0.2379
S -0.906435 1.129461 -2.626525 0.1043 0.2469 0.7492
C -2.107862 0.651808 -1.469548 0.2559 0.4742 0.1256
C -3.290639 -0.160968 -1.874949 0.0349 0.1170 0.0877
O -4.208858 0.340204 -2.495249 -0.1580 0.1609 -0.2131
N -3.278113 -1.457033 -1.492908 -0.0569 -0.2249 0.0185
C -2.197921 -2.102074 -0.793750 0.2262 -0.0607 0.1325
C -4.416414 -2.293756 -1.791726 -0.2508 0.0870 -0.1251
H -3.683485 0.698900 0.704883 -0.0963 -0.0438 0.0783
H -2.800606 2.038343 1.465192 -0.0631 0.0372 0.0673
H -2.214105 0.385211 1.647350 -0.0024 -0.0617 0.1157
H 1.115756 3.037679 -2.622868 0.0701 0.0679 0.2412
H 1.029493 3.100938 1.078524 0.0826 0.0103 0.0138
H 2.817107 3.007636 1.145342 -0.1046 0.0251 -0.1342
H 3.301308 0.975292 -0.808010 0.0698 -0.0396 -0.0277
H 3.785460 0.649307 0.877220 0.0309 -0.0041 -0.0537
H 1.858286 -1.015877 -0.822201 0.1022 0.0414 0.0982
H 3.604170 -2.785588 -0.572465 0.0122 -0.1098 -0.0482
H 4.639469 -1.653197 0.296204 0.1309 0.0049 0.0676
H 4.256531 -1.366051 -1.410335 0.0737 0.0135 -0.1186
H 0.216190 -0.882816 0.853924 0.0824 0.0541 0.0879
H 0.353640 -2.541100 2.714560 -0.0574 -0.1092 0.0207
H -0.346939 -1.015195 3.286233 -0.1231 0.0344 0.0732
H 1.337704 -1.420723 3.653963 0.0729 0.0080 0.1331
H 0.398900 1.194201 2.132177 -0.0312 0.0112 0.0453
H 2.067078 0.780501 2.631061 -0.0374 0.0002 0.0220
H -1.333820 -1.444356 -0.740748 -0.0253 -0.0824 0.0124
H -2.502936 -2.369385 0.222343 0.0426 -0.0384 0.0151
H -1.912943 -3.015758 -1.320786 0.0192 -0.0069 0.0319
H -4.843645 -2.692818 -0.869155 -0.0031 -0.0409 -0.0049
H -5.158515 -1.685785 -2.305231 0.0155 -0.1177 0.0461
H -4.119233 -3.124727 -2.434992 -0.0044 -0.0269 0.0205
```
Positions in Å, forces in eV/Å.

Here are the Löwdin charges for atoms 1 to 4, given in e: atom 1 (C): -0.0038, atom 2 (C): -0.3699, atom 3 (N): 0.1138, atom 4 (C): -0.5903

# 2
Here is a molecular structure, C15H24N8O2STi from OMol25. Energies are from ωB97M-V/def2-TZVPD.

## Properties
F_max: 0.51 eV/Å
ΔE to the lowest compared entry with this formula, charge and spin: 12.8 kJ/mol
calculated total energy: -65913.52704 eV
HOMO (alpha / beta): -4.926 / -7.286 eV
2S+1: 3
molecular weight: 428.34 g/mol

```
51
Properties=species:S:1:pos:R:3:forces:R:3
Ti -0.165093 -0.716065 0.090119 -0.0872 -0.2875 -0.4088
N 3.875341 0.499360 1.313192 -0.0268 -0.0504 0.0529
C 2.836032 -0.032861 0.574493 0.0193 -0.0513 0.0366
S 1.930558 -1.336908 1.320065 0.1553 0.1214 -0.1166
N 2.620986 0.501245 -0.582452 -0.1005 0.0099 -0.0570
N 1.502096 -0.036618 -1.225752 0.0079 0.0581 0.4068
C 1.630242 -0.152066 -2.491513 -0.3641 -0.1032 -0.0836
C 0.644843 -0.773841 -3.368796 0.2212 0.1185 0.0760
C 0.905573 -0.737746 -4.742572 -0.0099 -0.0134 -0.0917
C 0.077341 -1.346153 -5.663114 0.0492 0.0354 0.0360
C -1.045647 -2.028492 -5.197084 -0.0255 -0.0093 0.0322
C -1.324324 -2.087558 -3.847400 -0.0001 -0.0024 -0.0710
C -0.497251 -1.463883 -2.893780 -0.0729 0.0393 0.1888
O -0.826515 -1.539984 -1.625570 0.2661 0.0430 -0.0031
H 4.264129 -0.124539 2.000173 0.0131 0.0081 -0.0029
H 4.548554 1.018647 0.770218 -0.0023 0.0002 -0.0097
H 2.552814 0.213186 -2.941181 0.0122 -0.0264 -0.0200
H 1.793778 -0.214203 -5.080159 -0.0053 -0.0035 -0.0038
H 0.301784 -1.300218 -6.719794 -0.0100 -0.0065 -0.0039
H -1.706238 -2.522197 -5.899867 -0.0035 -0.0019 0.0049
H -2.189254 -2.623310 -3.475985 -0.0038 -0.0073 -0.0105
C -2.198974 2.720758 3.932446 0.0139 0.0198 -0.0176
N -1.231575 1.707572 3.530653 0.0955 0.0386 -0.0127
C 0.043825 1.784796 4.222751 -0.0066 0.0213 -0.0116
C -1.210739 1.215367 2.249479 -0.1543 -0.0175 -0.0464
N -0.170310 0.952979 1.558043 0.0088 -0.0742 0.0543
N -2.482058 0.916576 1.756252 0.0921 -0.0482 -0.0259
C -2.779753 0.577116 0.446326 -0.0271 0.0951 0.0991
N -4.094851 0.223635 0.267200 0.0041 0.0173 -0.0599
N -1.903785 0.666839 -0.482265 0.0308 -0.1080 -0.0080
H -2.568816 2.512371 4.936746 0.0103 -0.0066 0.0065
H -3.038564 2.747741 3.244267 -0.0080 -0.0018 0.0067
H -1.736621 3.712962 3.932999 -0.0001 0.0025 -0.0036
H -0.148585 1.922246 5.285338 -0.0055 -0.0134 0.0037
H 0.655295 2.625424 3.872943 -0.0042 0.0006 0.0093
H 0.599070 0.858125 4.085588 -0.0035 -0.0053 0.0102
H 0.694157 1.271886 1.977322 0.0127 -0.0035 -0.0153
H -3.157855 0.666862 2.457483 -0.0078 0.0015 -0.0004
H -4.592153 -0.139444 1.063954 -0.0083 0.0046 0.0006
H -4.274205 -0.290162 -0.580604 -0.0094 -0.0057 0.0051
H -2.271080 0.398715 -1.388990 -0.0376 -0.0054 0.0087
C -2.072529 -3.775680 2.514488 0.0409 0.1015 -0.1203
C -1.300196 -3.218803 1.361704 0.0512 -0.3262 0.0353
C -0.718676 -4.147393 0.344515 -0.0894 0.2401 -0.0286
O -1.173999 -1.938969 1.220606 -0.0222 0.3279 0.0626
H -3.001480 -4.251046 2.171967 -0.0314 -0.0122 0.0764
H -2.326037 -2.990602 3.226762 0.0076 0.0111 -0.0032
H -1.496035 -4.549799 3.030642 -0.0423 -0.0058 0.0455
H -0.675791 -5.168158 0.723389 0.0028 -0.0247 -0.0216
H 0.289277 -3.824143 0.062853 0.0235 -0.0192 0.0189
H -1.311134 -4.134030 -0.578255 0.0310 -0.0753 -0.0196
```
Positions in Å, forces in eV/Å.

Here are the Löwdin charges for atoms 1 to 4, given in e: atom 1 (Ti): 0.7770, atom 2 (N): 0.0403, atom 3 (C): -0.8870, atom 4 (S): 0.5995

# 3
Here is a gas-phase ion, C15H24NO2 (charge +1) from OMol25. Energies are from ωB97M-V/def2-TZVPD.

## Properties
F_max: 0.87 eV/Å
net charge: +1
ΔE to the lowest compared entry with this formula, charge and spin: 99.9 kJ/mol
calculated total energy: -21522.93163 eV
HOMO: -11.599 eV
structure (SMILES): C=CCc1ccccc1OC[C@H](O)C[NH2+]C(C)C
molecular weight: 250.36 g/mol

```
42
Properties=species:S:1:pos:R:3:forces:R:3
C -0.846861 -2.564296 -0.149376 0.4175 -0.5743 -0.1104
C 0.394821 -2.132623 -0.353972 -0.2421 0.0511 0.0564
C 1.387650 -1.856678 0.730241 0.1834 0.0724 0.0620
C 2.451887 -0.875860 0.313160 -0.1459 0.0974 0.0927
C 3.763300 -1.275414 0.116232 -0.0946 0.1125 0.0026
C 4.733843 -0.370925 -0.281656 0.1107 0.0636 -0.0420
C 4.395029 0.952967 -0.484508 0.0493 -0.1065 0.0032
C 3.089653 1.378070 -0.293531 -0.3035 0.1221 0.0294
C 2.124551 0.467147 0.100755 0.1760 -0.2001 0.0138
O 0.797515 0.791868 0.318648 0.1669 -0.0925 0.0549
C 0.315475 2.052592 -0.095820 -0.3126 0.2232 -0.0274
C -1.203278 1.929436 0.036110 0.4465 0.0359 -0.4490
O -1.543982 1.602770 1.364393 0.0136 0.1189 0.5129
C -1.716841 0.803387 -0.924118 0.3130 0.4862 -0.1810
N -2.494095 -0.175013 -0.143890 0.0691 -0.2421 0.4427
C -3.912619 -0.409340 -0.546348 -0.5139 -0.1211 -0.0305
C -4.730595 0.841247 -0.266745 0.1577 -0.0717 -0.1374
C -4.439460 -1.601775 0.237901 0.0985 0.0685 -0.1739
H -1.464847 -2.887872 -0.973834 -0.1139 -0.0064 -0.1755
H -1.193259 -2.800983 0.846791 -0.0933 0.0294 0.2202
H 0.760690 -1.994913 -1.363732 -0.0146 -0.0444 -0.1784
H 0.876631 -1.509078 1.631753 -0.0213 -0.0983 0.0094
H 1.871963 -2.806072 0.977533 -0.0039 0.0428 0.0480
H 4.027923 -2.309918 0.276425 0.0106 -0.1214 0.0325
H 5.749394 -0.701045 -0.430155 0.1052 -0.0264 -0.0151
H 5.142976 1.666869 -0.791014 0.0758 0.0692 -0.0278
H 2.841812 2.416195 -0.448179 -0.0337 0.1175 -0.0108
H 0.687278 2.855825 0.552812 -0.0137 -0.0792 -0.0905
H 0.594044 2.272062 -1.132549 -0.0070 -0.0258 0.0403
H -1.688891 2.880517 -0.198178 0.0919 -0.1108 -0.0188
H -0.752344 1.257885 1.802648 -0.0530 -0.0178 0.0417
H -0.862022 0.296686 -1.374781 -0.1523 -0.0838 0.0483
H -2.327687 1.231215 -1.716445 -0.0639 -0.1162 0.0426
H -1.956710 -1.083538 -0.107339 -0.3627 0.7959 -0.0201
H -2.479780 0.241698 0.822768 0.0242 -0.4568 -0.3595
H -3.918099 -0.637297 -1.617007 0.1196 0.0398 0.1025
H -5.765089 0.671712 -0.549115 -0.0760 -0.0214 -0.0342
H -4.705249 1.085522 0.792789 -0.0086 0.0279 0.1514
H -4.371571 1.698254 -0.829229 0.0151 0.1437 -0.0629
H -4.410291 -1.405339 1.307095 0.0071 0.0216 0.1536
H -3.870779 -2.503343 0.026460 0.0664 -0.1222 0.0091
H -5.472353 -1.791931 -0.037177 -0.0876 -0.0005 -0.0251
```
Positions in Å, forces in eV/Å.

Here are the Löwdin charges for atoms 1 to 4, given in e: atom 1 (C): -0.0438, atom 2 (C): -0.1307, atom 3 (C): -0.1276, atom 4 (C): -0.1656

# 4
Here is a gas-phase ion, C15H24NO4 (charge +1) at a distorted geometry from OMol25. Energies are from ωB97M-V/def2-TZVPD.

## Properties
F_max: 3.29 eV/Å
net charge: +1
ΔE to the lowest compared entry with this formula, charge and spin: 229.7 kJ/mol
calculated total energy: -25613.67381 eV
HOMO: -11.673 eV
structure (SMILES): CC(=O)OCCC[N@H+](O)C[C@@H](C)OCc1ccccc1
molecular weight: 282.36 g/mol

```
44
Properties=species:S:1:pos:R:3:forces:R:3
C -3.708753 -0.377098 -0.954081 -0.0950 1.3359 0.0382
C -2.831699 -0.582303 -2.228894 -0.7299 -1.8667 -0.1217
O -3.088158 -1.525496 -2.924246 0.4737 0.5891 0.2280
O -1.740812 0.215237 -2.602465 -1.2003 0.7611 1.1885
C -2.055103 1.614489 -2.677113 0.7546 1.2235 -0.8023
C -0.824393 2.545794 -2.318651 -0.8950 0.2001 0.9070
C -0.663911 2.754418 -0.743239 -0.5578 0.2741 -1.7807
N 0.079511 1.556696 -0.136634 -1.0651 2.9722 0.9129
O -0.896525 0.646379 0.208331 -0.0559 -1.5383 -0.1691
C 0.846798 2.061734 1.059260 1.0979 -1.2391 1.2447
C 1.759085 0.933733 1.708328 0.7061 1.8613 0.0959
C 2.780816 1.707866 2.664864 0.0958 -0.5597 -1.2566
O 0.972692 -0.022801 2.387534 0.8369 0.4209 -0.4350
C 1.648417 -1.282761 2.554542 -0.6697 -1.6496 -0.0579
C 1.385030 -2.202815 1.319066 -0.4749 -1.6887 -1.4381
C 0.490085 -3.362995 1.472553 0.6421 0.0333 -1.9624
C 0.187497 -4.255533 0.348680 1.3005 1.3834 -0.6647
C 0.757619 -4.023983 -0.979935 0.7737 1.8527 1.6309
C 1.645636 -2.881317 -1.152168 -0.6525 -0.1735 2.1832
C 1.961869 -2.005885 -0.009826 -1.0725 -1.2828 -0.2727
H -3.128190 -0.298841 -0.002557 -0.3340 0.0286 -0.9386
H -4.294440 0.577356 -1.110926 0.5580 -0.9080 0.4428
H -4.468622 -1.187289 -0.816561 0.9939 0.5553 -0.6016
H -2.906970 1.945197 -2.031127 0.5962 -0.5677 -0.4537
H -2.325153 1.839159 -3.749143 0.1466 -0.2411 1.0602
H 0.138895 2.201436 -2.772555 -0.8196 0.2843 0.2132
H -1.093409 3.562413 -2.726250 0.4765 -1.0256 0.2864
H -1.694088 2.746412 -0.291672 1.1916 0.0957 -0.2284
H -0.151758 3.722763 -0.502981 -0.2488 -1.1226 -0.1801
H 0.678634 1.158759 -0.874043 -0.2731 -0.5181 0.5014
H -1.396065 0.969229 0.985559 0.6639 0.1622 -0.1700
H 1.497364 2.911558 0.740337 -0.6615 -0.7844 0.0816
H 0.114889 2.409914 1.831815 0.3758 -0.1734 -0.8541
H 2.381335 0.530348 0.866195 -0.6287 -0.0886 0.6779
H 3.174987 2.563663 2.045311 -0.3120 -0.6208 0.9447
H 2.291334 2.049132 3.606898 0.4826 -0.2773 -0.7654
H 3.674662 1.047114 2.843778 -1.0336 0.6565 0.2072
H 2.729767 -1.196763 2.840064 -0.8564 0.2533 -0.5462
H 1.144821 -1.788416 3.427380 0.4971 0.6617 -0.8462
H 0.019561 -3.625618 2.446945 0.5362 0.4653 -0.7737
H -0.463067 -5.149177 0.475821 0.5387 0.9234 0.1139
H 0.563374 -4.658310 -1.871492 -0.0194 0.3751 1.0345
H 2.132912 -2.666950 -2.132431 -0.5437 -0.2719 0.9568
H 2.673526 -1.176449 -0.224268 -0.5390 -0.7710 0.3695
```
Positions in Å, forces in eV/Å.

Here are the Löwdin charges for atoms 1 to 4, given in e: atom 1 (C): 0.0143, atom 2 (C): -0.4655, atom 3 (O): 0.1369, atom 4 (O): -0.0400

# 5
Here is a molecular structure, C15H24NO7PtSSe2 from OMol25. Energies are from ωB97M-V/def2-TZVPD.

## Properties
F_max: 0.55 eV/Å
net charge: -1
ΔE to the lowest compared entry with this formula, charge and spin: 0.0 kJ/mol
calculated total energy: -176543.33571 eV
HOMO (alpha / beta): -3.634 / -4.361 eV
2S+1: 3
molecular weight: 715.42 g/mol

```
51
Properties=species:S:1:pos:R:3:forces:R:3
Pt 0.238234 -1.311210 0.585200 0.0352 0.1316 0.2602
O 3.447811 -2.778049 5.278796 -0.0097 0.0500 -0.0353
C 3.687739 -2.009594 4.087790 -0.0444 0.0164 0.0347
C 2.711800 -2.400813 2.965755 -0.0491 0.0034 0.1371
C 2.900863 -3.875885 2.608780 0.0223 -0.0433 0.0446
O 2.480379 -4.788680 3.615638 -0.0285 0.0726 -0.0458
C 3.154541 -1.501412 1.790357 0.0156 -0.1003 -0.0954
Se 2.504451 -1.893333 -0.032562 0.0267 0.1290 0.1110
C 1.290865 -2.093853 3.479347 -0.0395 -0.0985 -0.1418
Se -0.231553 -2.757123 2.416983 0.1491 -0.0319 0.0916
H 4.051896 -2.482069 5.963940 0.0081 -0.0029 -0.0201
H 4.712123 -2.181897 3.742128 0.0262 -0.0278 0.0137
H 3.569462 -0.941952 4.304494 -0.0024 0.0084 0.0249
H 3.962512 -4.039769 2.370494 0.0185 0.0184 -0.0525
H 2.322144 -4.091529 1.713432 -0.0478 -0.0539 0.0053
H 2.770517 -4.433661 4.463903 0.0507 -0.0065 -0.0047
H 4.245930 -1.531220 1.717457 -0.0158 -0.0020 -0.0134
H 2.860475 -0.473222 2.000886 0.0274 0.0192 0.0266
H 1.161312 -1.013041 3.551823 0.0332 0.0127 0.0429
H 1.167347 -2.523087 4.471733 -0.0007 -0.0118 0.0092
O -2.291828 -1.500299 -0.831730 -0.2700 0.1938 -0.1477
H -1.776939 -1.912272 -1.531997 0.0863 -0.0069 0.0371
H -1.978002 -0.578412 -0.819996 0.0839 -0.0911 0.0061
C -4.346669 -0.850267 -3.825243 0.0252 0.0387 -0.0480
C -3.494740 0.364640 -3.573211 -0.0160 -0.0694 -0.0138
C -3.845077 1.290248 -2.597224 0.0089 -0.0039 0.0616
C -3.041499 2.389008 -2.334643 -0.0008 -0.0172 -0.0648
C -1.890419 2.573841 -3.080582 -0.0485 -0.1061 -0.0995
C -1.525220 1.673506 -4.076608 -0.1160 0.0965 0.0859
C -2.329882 0.572579 -4.311788 -0.0053 0.0048 0.0265
S -0.802867 3.900981 -2.690732 0.1698 -0.1267 -0.0519
O -1.492243 4.850053 -1.853206 0.0064 0.1115 -0.0172
O -0.219517 4.356464 -3.921752 -0.0405 0.0421 0.0144
N 0.351942 3.129999 -1.801591 0.0145 0.3576 -0.0140
C 0.561499 3.591455 -0.421467 0.0575 0.0146 -0.1933
C -0.415154 2.961105 0.562720 0.0344 0.0017 0.2706
C -0.276541 1.452991 0.512624 -0.0176 0.0982 0.0871
O 0.204077 0.856872 1.507528 -0.1559 -0.3101 -0.4228
O -0.605037 0.885538 -0.568393 -0.0341 -0.2474 0.0737
H -5.113953 -0.958552 -3.060522 0.0233 -0.0125 0.0067
H -3.736848 -1.754381 -3.825447 -0.0136 -0.0007 0.0366
H -4.838508 -0.786983 -4.798762 -0.0051 0.0158 0.0023
H -4.742682 1.131441 -2.010651 0.0265 -0.0058 -0.0149
H -3.294714 3.098224 -1.557528 0.0048 -0.0078 -0.0183
H -0.623519 1.847512 -4.649171 -0.0104 -0.0175 -0.0008
H -2.047314 -0.144845 -5.074216 -0.0027 0.0084 0.0081
H 0.149318 2.127803 -1.788925 0.0430 -0.0674 -0.0189
H 0.487506 4.676005 -0.400341 -0.0250 0.0082 0.0060
H 1.583550 3.322896 -0.149924 0.0256 -0.0089 -0.0120
H -1.434012 3.255252 0.304814 0.0213 -0.0315 -0.0007
H -0.183535 3.299015 1.571594 -0.0449 0.0559 0.0232
```
Positions in Å, forces in eV/Å.

Here are the Löwdin charges for atoms 1 to 4, given in e: atom 1 (Pt): 0.4581, atom 2 (O): -0.0736, atom 3 (C): -0.2063, atom 4 (C): -0.5760